Record 1
50
Properties=species:S:1:pos:R:3:forces:R:3:lowdin_charge:R:1 method="wB97M-V/def2-TZVPD" e_above_lowest_kcal_mol=469.78 energy_ha=-1132.1549 homo_ev=-8.243
C -6.1680 -2.3871 -0.3282 0.97 -4.26 -7.24 -0.037
C -4.5878 -2.1820 -0.7085 -5.12 -6.13 -1.26 -0.373
H -3.9714 -2.5370 0.0544 0.93 -1.28 1.23 0.096
H -4.4107 -2.6199 -1.7036 -0.01 -1.02 0.59 0.133
O -4.3964 -0.9591 -0.9458 2.06 9.88 3.87 -0.065
C -4.2485 -0.2239 0.4053 0.32 -1.54 2.69 -0.107
O -4.3325 -0.7880 1.6028 0.41 3.23 -8.03 0.028
C -3.9250 1.3616 0.0059 6.06 -5.22 2.28 -0.144
C -3.1696 1.9365 1.2145 1.31 -3.89 1.98 -0.104
C -1.6602 1.2924 1.3121 -4.79 -0.71 -0.19 -0.191
N -1.1111 1.8329 0.0787 0.33 -4.33 -1.38 -0.083
C -1.8308 1.1330 -1.1743 2.42 -7.29 10.97 -0.133
C -3.1185 1.4254 -1.2827 -1.11 9.96 8.80 -0.189
H -3.6399 1.2496 -1.9799 -6.50 -3.65 -9.93 0.017
H -3.0884 2.6700 -1.4491 -0.20 -2.41 0.42 0.216
H -1.2362 1.2520 -1.8515 6.22 1.57 -8.10 0.028
H -1.7586 -0.2234 -0.9561 -0.08 3.68 -0.60 0.213
C 0.3477 1.5772 0.1203 1.09 5.22 1.56 -0.166
C 1.2579 0.4355 0.0700 -12.66 -6.74 3.99 -0.192
C 0.5458 -0.8328 0.4152 0.93 1.87 -3.10 0.134
C 1.2857 -2.1187 0.2634 -2.08 3.22 3.77 -0.384
O 0.7348 -3.1205 0.6308 1.41 -1.33 -1.36 0.103
O 2.6828 -1.8974 0.3097 -1.23 -5.05 0.08 0.125
C 3.2524 -0.7689 0.2810 3.78 2.88 -3.71 -0.174
C 4.7128 -0.6797 -0.2149 -2.33 -7.48 5.58 -0.104
C 5.4906 0.3695 -0.1352 0.23 -3.63 -1.46 -0.416
C 4.7086 1.3609 -0.1957 -4.22 16.96 -0.91 -0.101
C 3.3637 1.7341 -0.1470 5.51 -16.05 1.20 0.134
C 2.5187 0.3507 0.1482 9.19 6.68 -1.32 -0.125
H 2.8468 2.4787 -0.0976 -4.78 9.03 0.13 -0.015
H 5.2522 2.5829 -0.3605 -0.71 -3.46 0.49 0.187
C 6.8688 0.3241 -0.3404 3.93 -1.46 3.81 -0.032
H 7.3679 -0.0435 0.7055 -1.01 0.32 -2.27 0.157
H 7.2115 -0.3760 -1.0835 0.17 0.17 -0.35 0.097
H 7.2455 1.2949 -0.3280 0.90 1.66 -1.01 0.060
C 5.4833 -1.9544 0.1441 -1.18 -5.17 -0.42 -0.082
H 4.7657 -2.9687 0.0511 1.36 2.79 0.93 0.126
H 6.1259 -2.1385 1.2193 -1.76 1.13 -3.28 0.160
H 6.0091 -2.2770 -0.7806 0.96 0.52 0.90 0.065
H -0.6030 -0.8858 0.4886 2.41 -0.06 -0.16 0.100
H 0.7692 2.0407 -0.7362 0.03 1.87 -1.05 0.108
H 0.5809 2.3441 1.1033 0.22 -2.15 -2.65 0.207
H -1.2191 1.7632 2.1524 0.78 0.31 0.81 0.092
H -1.8116 0.1202 1.5633 0.77 2.53 -1.06 0.148
H -3.7201 1.7174 2.1727 0.38 0.16 -1.03 0.128
H -2.9116 2.9324 1.2026 -0.19 2.49 -0.58 0.078
H -4.8041 1.7165 0.1191 -6.29 2.92 -0.69 0.073
H -6.3064 -3.5978 -0.3754 -0.31 3.15 0.59 0.120
H -6.4397 -1.8855 0.4594 -1.02 1.89 5.19 -0.043
H -6.9589 -1.8309 -1.1191 2.49 -1.81 1.26 0.128

---

Record 2
31
Properties=species:S:1:pos:R:3:forces:R:3:lowdin_charge:R:1 method="wB97M-V/def2-TZVPD" energy_ha=-629.2050 homo_ev=-5.957
Pd -0.0832 0.7494 -0.4780 0.24 0.41 -0.42 0.454
C 2.3487 -0.3818 2.9917 -0.04 0.09 -0.05 -0.069
C 1.8728 0.6385 1.9903 0.43 -0.14 -0.16 -0.328
C 0.9405 1.6184 2.3833 -0.16 0.27 -0.05 -0.100
C 0.4839 2.5635 1.4895 0.24 -0.01 0.37 -0.136
C 0.9549 2.5906 0.1537 -0.31 -0.31 -0.11 -0.231
C 1.9007 1.6129 -0.2473 -0.48 -0.35 -0.09 -0.231
C 2.3485 0.6491 0.6937 0.14 0.10 0.54 -0.109
H 2.9758 0.0806 3.7578 -0.01 -0.03 0.02 0.076
H 2.9311 -1.1679 2.5104 0.00 0.00 0.01 0.067
H 1.4988 -0.8442 3.4985 0.04 -0.04 0.03 0.072
H 0.5815 1.6234 3.4067 -0.03 0.01 -0.02 0.102
H -0.2151 3.3224 1.8193 -0.01 0.01 -0.01 0.093
H 0.7447 3.4440 -0.4765 -0.03 0.00 -0.01 0.083
H 2.3981 1.7005 -1.2047 0.04 0.01 0.01 0.086
H 3.1101 -0.0664 0.4016 -0.04 -0.03 -0.04 0.100
N -2.3839 0.4107 -0.7925 0.30 -0.08 -0.11 -0.059
C -2.6440 -0.4057 -1.9833 -0.14 -0.17 0.06 -0.278
C -2.2290 -1.8651 -1.7838 0.22 0.22 -0.03 -0.202
C -0.7420 -2.1555 -1.9844 -0.13 -0.13 0.08 -0.283
N 0.0570 -1.6563 -0.8646 -0.18 0.11 -0.15 -0.038
H -2.8669 0.0367 0.0135 -0.06 0.02 0.06 0.076
H -2.6930 1.3611 -0.9324 -0.09 0.08 0.03 0.069
H -2.0747 0.0227 -2.8093 -0.02 0.03 -0.02 0.105
H -3.7053 -0.3855 -2.2623 0.02 0.03 -0.01 0.103
H -2.7916 -2.4814 -2.4870 -0.02 -0.02 0.01 0.107
H -2.5167 -2.1827 -0.7748 -0.09 -0.08 -0.03 0.109
H -0.3973 -1.6572 -2.8923 0.02 0.00 -0.01 0.109
H -0.6186 -3.2363 -2.1357 0.02 0.03 -0.01 0.103
H 1.0402 -1.8406 -1.0020 0.08 0.00 0.03 0.071
H -0.2260 -2.0982 0.0010 0.05 -0.03 0.06 0.076

---

Record 3
18
Properties=species:S:1:pos:R:3:forces:R:3:lowdin_charge:R:1 method="wB97M-V/def2-TZVPD" e_above_lowest_kcal_mol=0.00 energy_ha=-837.4003 homo_ev=-10.395 smiles="O=P(O)(O)O.CC(C)=O"
O -3.7416 -1.5160 -1.2866 -0.34 -0.34 -0.29 -0.259
P -2.6863 -2.5332 -1.4082 2.12 -0.37 0.78 0.298
O -2.1183 -2.7884 -2.8744 -1.39 0.30 -0.96 -0.105
O -3.0704 -4.0079 -0.9445 -1.33 0.15 0.98 -0.112
O -1.3513 -2.2666 -0.5807 -1.30 -1.95 -0.56 -0.123
H -2.8380 -2.6610 -3.5496 1.04 -0.21 0.88 0.115
H -3.7116 -3.9743 -0.1843 0.91 -0.11 -1.07 0.114
H -1.1679 -1.2901 -0.5284 0.20 0.05 0.16 -0.033
C -3.2123 1.5107 -1.2322 0.26 0.24 -0.40 -0.012
C -2.4566 0.5074 -0.3918 -0.80 0.18 0.19 -0.461
C -3.0939 0.1263 0.9245 0.10 -0.19 0.46 -0.022
O -1.3931 0.0323 -0.7552 0.05 2.25 -0.22 0.046
H -2.6623 1.7241 -2.1642 -0.19 -0.14 0.44 0.093
H -3.3426 2.4547 -0.6767 0.00 -0.37 -0.11 0.091
H -4.2085 1.1162 -1.4941 0.42 0.06 0.27 0.093
H -3.2077 1.0167 1.5656 0.04 -0.23 -0.28 0.093
H -4.0906 -0.3142 0.7540 0.45 0.34 -0.02 0.089
H -2.4692 -0.6117 1.4552 -0.24 0.32 -0.26 0.094

---

Record 4
18
Properties=species:S:1:pos:R:3:forces:R:3:lowdin_charge:R:1 method="wB97M-V/def2-TZVPD" e_above_lowest_kcal_mol=106.82 energy_ha=-418.2907 homo_ev=-6.717
C -1.7157 0.2787 -1.5174 -0.77 -0.31 0.20 -0.105
C -1.1477 0.2883 1.1231 -2.88 2.34 -1.56 0.007
N -0.7848 0.6827 -0.4873 0.59 -2.14 4.22 -0.059
C 0.2895 -0.1879 -0.2463 4.39 0.12 -2.11 -0.439
C 1.5120 0.2499 0.1842 -1.94 -0.63 -0.45 -0.405
N 2.5692 -0.5856 0.5579 0.53 -0.17 -0.01 0.096
O 0.2487 -1.5472 -0.6033 -0.45 0.42 0.33 0.020
O 1.6976 1.5818 0.4497 0.12 0.15 0.22 0.034
H -0.6693 -1.8257 -0.6946 0.00 -0.03 0.12 0.085
H 2.6492 1.7484 0.4188 -0.12 -0.06 -0.07 0.102
H 2.7748 -0.5726 1.5580 -0.21 -0.06 -0.28 0.092
H 2.4390 -1.5327 0.2251 0.04 0.13 0.10 0.079
H -1.1810 -0.0177 -2.4248 0.03 0.26 0.10 0.097
H -2.3791 -0.5606 -1.2452 0.18 0.03 0.03 0.082
H -2.3799 1.1206 -1.7130 0.08 -0.03 -0.21 0.082
H -0.6324 1.0410 1.7055 0.25 -0.09 -0.10 0.077
H -1.0841 -0.7092 1.5889 0.54 0.00 -1.07 0.095
H -2.2061 0.5478 1.1207 -0.37 0.07 0.53 0.063

---

Record 5
6
Properties=species:S:1:pos:R:3:forces:R:3:lowdin_charge:R:1 method="wB97M-V/def2-TZVPD" e_above_lowest_kcal_mol=19.29 energy_ha=-662.6453 total_charge=-1 homo_ev=-2.939
C -1.8147 -0.4897 -0.8245 0.53 -1.19 -0.90 -0.582
O -2.6788 -0.1631 -1.5464 -0.84 1.42 -0.22 0.117
O -1.1731 -1.3180 -0.3239 0.68 -0.86 1.31 0.135
O -0.7400 1.1065 -0.4883 0.70 0.48 0.68 -0.686
S 0.8798 1.8740 -0.0566 -0.63 -0.55 -0.10 0.060
H -1.0028 1.6643 -1.1989 -0.45 0.70 -0.78 -0.044

---

Record 6
31
Properties=species:S:1:pos:R:3:forces:R:3:lowdin_charge:R:1 method="wB97M-V/def2-TZVPD" energy_ha=-971.3774 total_charge=-1 homo_ev=-2.470
N -0.0830 -3.1680 3.1470 -0.73 3.03 -0.96 -0.443
O 0.2550 -4.0108 2.3100 0.20 -1.34 0.87 -0.228
O -0.2432 -3.3842 4.3540 0.39 -1.56 -0.04 -0.226
C 3.8868 2.4000 -1.5809 -0.06 -0.25 0.37 -0.078
C 2.5555 2.0273 -1.8126 0.31 -0.01 0.11 -0.008
C 1.8976 1.2748 -0.8393 0.47 0.34 0.27 -0.091
C 2.5387 0.9268 0.3609 0.39 0.38 -0.52 -0.085
C 3.8568 1.3125 0.6056 0.06 0.07 -0.26 -0.001
C 4.5359 2.0457 -0.3788 -0.43 -0.15 -0.12 -0.073
C 1.5968 0.1662 1.2474 0.14 -0.18 0.59 -0.301
O 1.8278 -0.2251 2.3741 -0.13 0.45 -0.92 0.122
C 0.3440 0.0323 0.4596 -1.22 -0.41 0.14 -0.052
C -0.7864 -0.5405 0.9580 1.01 0.73 0.02 0.083
C -2.0207 -0.6961 0.2226 -1.84 -0.07 -1.22 -0.186
C -2.0581 -1.1443 -1.1251 0.09 0.07 0.46 -0.024
C -3.2582 -1.2158 -1.8356 -0.02 0.14 0.24 -0.079
C -4.4600 -0.8337 -1.2273 0.39 0.14 0.16 -0.100
C -4.4550 -0.3787 0.0915 0.25 -0.08 -0.04 -0.096
C -3.2589 -0.3272 0.8091 0.50 -0.21 -0.04 -0.021
C 0.4831 0.7747 -0.8303 -0.35 -0.14 -0.50 -0.278
O -0.3508 0.9942 -1.7019 1.01 -0.07 0.82 0.084
H 4.4385 2.9613 -2.3382 -0.21 -0.14 0.23 0.098
H 2.0541 2.3135 -2.7377 0.05 -0.13 0.27 0.116
H 4.3467 1.0340 1.5394 -0.17 0.06 -0.23 0.120
H 5.5790 2.3348 -0.2193 -0.40 -0.07 -0.06 0.100
H -0.7860 -0.8196 2.0065 0.18 -0.37 0.12 0.116
H -1.1131 -1.4293 -1.5977 -0.47 0.06 0.15 0.121
H -3.2740 -1.5276 -2.8845 0.14 0.01 0.43 0.101
H -5.3931 -0.8619 -1.7831 0.13 -0.05 0.04 0.093
H -5.3859 -0.0596 0.5642 0.29 -0.12 -0.11 0.098
H -3.2700 0.0241 1.8428 0.04 -0.13 -0.25 0.116

---

Record 7
10
Properties=species:S:1:pos:R:3:forces:R:3:lowdin_charge:R:1 method="wB97M-V/def2-TZVPD" e_above_lowest_kcal_mol=135.67 energy_ha=-267.8961 homo_ev=-9.198
C -2.1797 0.1505 0.0094 -2.62 2.21 -0.09 -0.259
C -2.9024 1.1944 -0.0614 0.27 -0.52 -0.11 0.108
C -1.3085 -0.7476 0.2150 -0.44 0.26 -0.43 -0.159
C -0.6683 -1.8281 0.2305 3.70 -1.84 0.19 0.052
C 0.3423 1.6564 -0.0711 0.66 0.96 -3.34 -0.114
O 0.1257 0.8553 0.7493 0.03 -2.27 2.14 0.010
H 0.4251 -2.0014 0.2408 -0.74 0.76 0.22 0.103
H -1.1665 -2.7376 0.1655 -1.31 -1.39 -0.11 0.065
H 0.7617 2.5635 0.2206 0.80 2.21 0.46 0.068
H 0.2237 1.5523 -1.2028 -0.35 -0.38 1.06 0.125

---

Record 8
16
Properties=species:S:1:pos:R:3:forces:R:3:lowdin_charge:R:1 method="wB97M-V/def2-TZVPD" e_above_lowest_kcal_mol=185.62 energy_ha=-379.2090 total_charge=+1 homo_ev="-14.428 / -13.575"
C 0.8028 -0.2561 -0.8249 0.84 -1.66 -1.66 0.153
C -1.7151 -0.8735 0.6400 0.64 1.92 0.53 0.010
C -0.5340 -0.1409 1.2820 1.39 -1.85 -0.69 -0.406
N 2.4692 0.4587 -2.5698 0.99 -0.42 2.93 0.086
N 0.2807 0.3274 0.1508 1.97 2.64 0.53 0.001
O -0.7385 1.0970 1.8755 -1.46 0.24 0.74 0.014
O 2.5056 1.7538 -2.6518 -0.56 0.62 -0.39 -0.013
H 0.6599 -1.3811 -1.0260 0.01 1.70 0.52 0.130
H -2.3186 -0.8458 1.4838 -2.41 -0.13 1.03 0.067
H -1.7586 -1.8683 0.2527 1.10 -0.70 -0.01 0.093
H -1.9793 -0.1760 -0.1406 -1.02 0.03 -0.11 0.098
H 0.1351 -0.7469 1.9273 -0.51 0.06 -0.30 0.173
H 1.7198 0.0193 -3.0961 -0.55 1.12 -0.87 0.063
H 0.4735 1.3649 0.4092 -0.10 -1.76 -1.19 0.212
H -1.5470 1.1835 2.4145 0.42 -0.30 -0.32 0.142
H 3.2298 2.1816 -2.0944 -0.76 -1.50 -0.74 0.177

---

Record 9
15
Properties=species:S:1:pos:R:3:forces:R:3:lowdin_charge:R:1 method="wB97M-V/def2-TZVPD" e_above_lowest_kcal_mol=77.66 energy_ha=-991.5625 homo_ev="-7.338 / -7.339"
C -1.1242 0.5289 -0.3923 1.26 2.08 0.57 -0.092
C -2.3850 0.3915 -0.6951 1.43 1.77 0.50 0.016
C 1.3056 0.8511 -0.8739 -0.46 2.60 -0.36 -0.483
C 0.2594 0.0353 -0.1735 -1.72 0.19 -0.15 -0.500
C 0.6449 -0.1953 1.2780 -1.54 3.05 1.46 -0.081
S -0.4837 3.1220 -0.1277 -0.70 -2.24 -0.28 0.159
S 1.4373 2.4995 -0.0036 0.48 -0.49 -0.47 0.326
H -2.9219 1.3515 -0.6298 -0.41 -1.05 -0.33 0.076
H -2.7084 -0.5556 -1.0372 -0.87 -0.74 -0.22 0.064
H 2.2420 0.4129 -0.8098 1.99 -1.01 0.85 0.049
H 1.2745 1.0156 -1.9534 -1.14 0.00 0.08 0.088
H 0.3210 -0.9120 -0.6738 -0.30 -0.93 -0.49 0.149
H 0.6623 0.8196 1.8878 -0.01 -2.15 -1.38 0.106
H 1.6012 -0.5510 1.1645 2.56 -0.80 0.46 0.045
H 0.0814 -0.9092 1.8575 -0.54 -0.25 -0.25 0.079